Below is the ion C5H9FN with charge +1, with properties calculated with wB97M-V/def2-TZVPD.

XYZ file:
```
16
C5H9FN | the OMol25 dataset | wB97M-V/def2-TZVPD
H -1.203 -2.318 0.057
H -2.686 0.494 0.058
C 1.415 1.166 -0.260
H 3.223 0.722 0.823
H -2.283 -1.017 0.893
H -0.709 1.574 -0.595
C -1.812 -0.086 0.610
H 0.091 0.514 -1.934
N -0.599 -0.375 0.014
C -0.032 0.804 -0.798
H 1.596 2.195 0.002
F 2.215 -0.917 0.432
H 0.442 -2.022 -0.985
C 2.295 0.337 0.277
H -1.556 0.555 1.715
C -0.397 -1.626 -0.310
```

The value obtained for the relative energy (zero: lowest compared OMol25 entry of this formula, charge and spin) is 2.414 eV. The spin multiplicity is 1. Its total energy is -9528.2173 eV. As for the HOMO-LUMO gap: 8.579 eV. The charge is +1. The calculation puts the HOMO energy at -13.99 eV. As for the LUMO energy: -5.414 eV.